# 1
The following is a quantum chemistry calculation of an isolated molecule of C4H8O at a distorted geometry, from the Open Molecules 2025 dataset.

Values from the calculation:
SMILES: C=COCC
ΔE to the lowest compared entry with this formula, charge and spin, eV: 1.071
Multiplicity: 1
Net charge: 0
Strongest force on any atom, eV/Å: 1.14
Kohn-Sham gap, eV: 10.02
Highest occupied orbital energy, eV: -8.90
LUMO level, hartree: 0.041

Geometry as XYZ:
```
13
Properties=species:S:1:pos:R:3:forces:R:3
C -0.65446 0.73404 1.31597 0.190 0.358 0.656
C 0.63750 0.78123 0.52663 -0.447 -0.957 -0.427
C 0.16669 -0.30313 -1.55444 0.160 0.033 -0.730
C 0.01018 -1.53899 -1.08831 -0.301 0.151 0.952
H -0.40087 0.64908 2.38500 -0.153 0.245 -0.260
H -1.27557 -0.11430 1.09321 -0.088 -0.508 -0.330
H -1.27566 1.61549 1.14566 0.216 0.090 0.097
H 1.23247 -0.11363 0.70349 0.196 -0.040 0.345
H 1.22788 1.65030 0.75348 0.165 0.392 0.181
H 0.14544 -0.07753 -2.63615 -0.044 -0.229 0.685
H -0.04085 -1.76181 -0.01334 0.176 0.111 -0.582
H -0.19489 -2.35552 -1.75397 0.053 -0.064 -0.259
O 0.42212 0.83477 -0.87724 -0.121 0.419 -0.328
```
Forces are in eV/Å.

Atom charges from the Löwdin analysis, given in e for atoms 1 to 5: atom 1 (C): -0.072, atom 2 (C): -0.251, atom 3 (C): -0.245, atom 4 (C): 0.002, atom 5 (H): 0.085



# 2
The following is a quantum chemistry calculation of an isolated molecule of C21H18O3 at a distorted geometry, from the Open Molecules 2025 dataset.

Values from the calculation:
SMILES: Cc1ccc2cc3c4c(ccc3c3c2c1C[C@H]3O)[C@H](O)[C@H](O)C=C4
ΔE to the lowest compared entry with this formula, charge and spin, eV: 1.788
Multiplicity: 1
Net charge: 0
Strongest force on any atom, eV/Å: 5.87
Kohn-Sham gap, eV: 6.60
Highest occupied orbital energy, eV: -7.24
LUMO level, hartree: -0.023

Geometry as XYZ:
```
42
Properties=species:S:1:pos:R:3:forces:R:3
O -1.01015 2.08692 3.47190 0.654 0.614 0.190
O -2.82286 -2.22113 -2.60694 1.481 0.300 -0.047
O -2.20343 -0.94703 -4.92137 1.320 3.550 -1.860
C 0.41375 -0.73855 -2.52321 0.453 -0.659 -1.977
C -0.29212 -0.87357 -3.67198 1.608 0.525 2.086
C 4.35027 1.93377 1.99209 -0.787 1.076 0.451
C -2.29450 -0.52251 -0.04549 -0.666 -0.461 0.200
C 3.54432 2.11155 3.18220 0.287 -0.064 0.833
C -1.67556 -0.54818 -1.32354 4.226 1.481 3.790
C 3.75877 1.39656 0.88158 3.078 0.577 -0.082
C -1.58909 -0.20798 1.09469 -3.525 -0.256 0.342
C -0.28534 -0.26986 -1.34973 -1.194 -0.479 0.710
C 2.30185 1.50998 3.18169 1.360 1.880 1.083
C 1.77980 0.64097 -0.29953 -1.709 -0.797 1.870
C 0.37568 0.73058 2.09467 1.880 0.490 2.963
C 2.44919 1.03594 0.88193 -1.381 -0.244 -3.566
C 0.42246 0.19230 -0.16686 1.828 -0.228 -2.995
C -0.26359 0.16009 1.05170 0.735 1.128 -0.391
C 1.71652 1.19390 2.00478 -2.573 -2.608 -0.521
C 4.05982 2.79286 4.48432 -1.623 -0.742 -0.533
C 1.28889 1.36348 4.22417 -0.878 -1.435 1.900
C -0.05436 1.01455 3.54866 -0.902 -0.885 -0.903
C -2.41716 -0.80832 -2.48100 -2.107 -0.857 -3.276
C -1.68521 -0.33890 -3.77671 1.170 -1.007 0.450
H -0.59364 2.78605 2.92658 -0.428 -0.451 0.366
H -1.97965 -2.75201 -2.61565 -1.136 0.719 0.103
H -2.75882 -1.62843 -4.71441 -2.348 -2.787 1.225
H 1.45732 -1.16461 -2.49968 -1.226 0.682 0.327
H 0.16583 -1.43193 -4.44783 0.013 -0.127 -1.044
H 5.34720 2.38252 1.91721 -0.285 -0.411 0.243
H -3.36118 -0.85253 -0.09576 0.847 0.614 0.711
H 4.33119 1.24321 -0.02735 0.092 0.144 0.034
H -2.11638 -0.00607 2.05792 0.349 -0.657 -0.888
H 2.34011 0.68664 -1.20557 -0.107 -0.247 -0.723
H 5.13285 2.71178 4.41363 0.379 0.583 0.590
H 3.66247 2.13050 5.28386 0.629 0.505 -0.112
H 3.62766 3.83397 4.72385 0.935 -1.466 -0.806
H 1.13065 2.28436 4.69151 -0.196 1.471 1.310
H 1.51698 0.59228 5.02684 0.003 0.892 -0.932
H -0.62129 0.20598 4.10612 0.800 0.753 -0.866
H -3.35896 -0.26462 -2.39111 -0.190 -0.145 -0.259
H -1.56485 0.78092 -3.85275 -0.868 -0.971 0.005
```
Forces are in eV/Å.

Atom charges from the Löwdin analysis, given in e for atoms 1 to 5: atom 1 (O): -0.034, atom 2 (O): -0.020, atom 3 (O): 0.015, atom 4 (C): -0.036, atom 5 (C): -0.035



# 3
The following is a quantum chemistry calculation of a cluster of 6 separate species, C33H38N6O12 in total at a distorted geometry, from the Open Molecules 2025 dataset.

Values from the calculation:
ΔE to the lowest compared entry with this formula, charge and spin, eV: 0.000
Multiplicity: 1
Net charge: 0
Strongest force on any atom, eV/Å: 9.71
Kohn-Sham gap, eV: 4.36
Highest occupied orbital energy, eV: -8.64
LUMO level, hartree: -0.157

Geometry as XYZ:
```
89
Properties=species:S:1:pos:R:3:forces:R:3
C -2.53094 -0.02566 3.51697 -0.095 -2.144 -0.586
C -1.26494 0.14134 4.36597 -1.584 -2.446 -1.830
C -0.32394 -1.05266 4.06897 -3.060 0.176 3.642
C 1.04006 -0.80066 4.53997 0.648 -2.982 -2.724
C 1.58806 0.18634 3.57797 1.418 0.971 1.939
C 0.87206 1.54134 3.82197 3.671 0.543 -1.637
N -0.58094 1.34834 3.77597 -2.572 4.898 1.469
O -1.26994 2.35834 3.51097 2.341 -4.003 0.561
C 1.31906 2.44434 2.65797 0.235 0.572 1.186
C 1.29206 2.35134 5.09797 -4.910 -1.280 0.591
C -1.67694 0.27034 5.85297 -5.346 1.649 -5.930
H -3.04194 -1.03866 3.69997 0.972 1.380 0.169
H -2.26994 -0.07666 2.43297 -0.392 0.612 0.696
H -3.21394 0.73034 3.82097 -0.781 0.690 -0.456
H -0.54494 -1.49466 3.16897 0.555 0.030 -3.205
H -0.76994 -1.89966 4.60297 -0.036 0.256 0.952
H 1.46306 -1.75966 4.24097 0.884 -0.177 0.617
H 1.03806 -0.76366 5.57797 0.609 0.828 1.899
H 1.30506 -0.23766 2.64997 -0.225 0.214 -1.393
H 2.72506 0.22934 3.54997 -1.454 0.624 0.340
H 0.89906 2.02434 1.81797 -0.854 -0.688 -2.370
H 2.39706 2.59734 2.47897 -0.354 -0.676 0.665
H 0.90406 3.39734 2.85197 -0.452 1.198 -0.275
H 0.98306 1.79434 6.02197 0.205 1.045 -0.595
H 0.97806 3.40734 4.99897 -1.042 -0.713 0.399
H 2.26306 2.54334 5.12297 4.685 -0.320 -0.222
H -0.88194 0.34534 6.30897 7.793 2.214 5.346
H -2.09294 -0.50466 6.34397 -1.330 -4.027 0.235
H -2.51794 0.92534 6.01497 0.545 1.469 -0.055
N -0.72494 -0.21466 -0.23203 -1.482 -4.886 1.555
O -0.90794 -1.49966 -0.59003 0.878 3.215 0.041
O -1.66194 0.55334 -0.32503 -0.493 1.147 -0.888
O 0.25206 0.04834 0.48197 1.074 0.574 -0.235
C 2.83906 1.17534 -4.24303 1.510 2.149 9.257
C 2.00506 1.33334 -2.95703 4.833 0.510 1.463
C 2.78806 1.62434 -1.68503 2.452 -1.352 -4.098
C 4.39206 1.57034 -1.78503 -4.827 0.966 -4.412
C 5.06806 1.48334 -3.15603 -2.428 1.044 2.213
C 4.22506 1.31434 -4.33703 0.103 0.088 0.348
N 5.14306 1.73734 -0.56703 1.426 -2.807 -1.506
O 4.60506 1.76834 0.51197 -0.477 0.921 0.482
O 6.33406 1.47434 -0.75003 0.016 1.018 0.861
H 2.31206 0.90334 -4.98203 -3.657 -1.680 -5.887
H 0.90006 1.17634 -2.85803 1.243 0.317 -0.456
H 2.28606 1.74734 -0.71603 0.403 -0.168 -0.511
H 6.15506 1.74534 -3.18103 -1.155 -0.771 -0.126
H 4.54406 1.26134 -5.44803 0.343 0.084 2.330
C 2.93606 -1.68566 -0.96303 -0.233 -0.001 -2.984
C 2.75506 -1.74166 -2.46503 6.816 0.595 4.624
C 4.10206 -1.68366 -3.18703 -1.887 -1.087 1.134
C 5.36606 -1.94666 -2.51203 -2.416 0.768 5.102
C 5.43906 -1.80866 -0.86103 -2.656 1.772 -3.000
C 4.11206 -1.48966 -0.22603 4.005 -1.571 -1.540
N 6.62106 -2.28366 -3.19103 -1.229 1.920 -1.257
O 7.49806 -2.84966 -2.60803 0.388 -0.577 0.658
O 6.69506 -1.86066 -4.34503 0.071 -0.456 0.244
H 2.08106 -1.74266 -0.33603 -1.145 0.272 0.020
H 1.75706 -1.62166 -2.77703 -0.695 -0.098 -1.057
H 3.99606 -1.51666 -4.28803 0.793 -0.557 1.081
H 6.42706 -1.59266 -0.30203 -1.715 -0.855 -1.272
H 4.10306 -1.23866 0.87997 -0.123 -0.467 -1.576
C -5.36994 -2.39066 1.37997 1.949 0.767 -0.548
C -3.96394 -2.22266 0.69397 -4.146 -7.261 -1.211
C -3.51794 -3.41066 -0.13003 -5.080 -0.934 3.481
C -4.38094 -4.72966 -0.12603 -1.538 4.254 2.149
C -5.73994 -4.76466 0.55497 4.769 4.920 -0.111
C -6.20794 -3.58966 1.35497 8.134 -0.010 -4.510
N -3.88794 -5.95866 -0.77503 -1.849 -0.679 0.768
O -4.73594 -6.90966 -0.81203 2.673 1.963 -0.410
O -2.72294 -5.96166 -1.12503 -1.054 -0.620 -0.136
H -5.74194 -1.41966 1.91097 0.527 -2.083 -0.917
H -3.24794 -1.46966 0.63597 0.459 1.886 0.331
H -2.62694 -3.32466 -0.67003 1.252 -0.151 -0.687
H -6.34594 -5.54466 0.29997 -1.482 -2.120 -0.100
H -7.14694 -3.57466 1.63297 -4.478 0.162 1.817
C -3.42894 1.62834 -2.83703 2.610 -1.906 -3.328
C -2.39394 1.46534 -3.89703 1.378 4.128 -1.135
C -2.19194 2.71834 -4.88703 -3.248 -1.971 1.307
C -3.32794 3.75034 -5.01403 1.601 -2.913 2.613
C -4.41994 3.75934 -4.02803 1.533 -1.210 -0.632
C -4.32094 2.67134 -3.02603 -0.830 1.743 -1.871
N -3.25094 4.70534 -6.10503 -2.256 4.280 -1.994
O -4.12694 5.67034 -6.12503 2.131 -3.218 0.989
O -2.44194 4.66734 -7.03003 -0.279 -1.241 1.803
H -3.57394 0.74434 -2.11603 0.132 1.870 -1.013
H -1.51394 0.66034 -4.01303 -2.483 1.783 0.694
H -1.34594 2.68234 -5.65203 -1.465 0.216 1.203
H -5.34394 4.51834 -4.08703 2.481 -2.042 0.133
H -5.20994 2.50834 -2.50103 -1.252 0.450 1.276
```
Forces are in eV/Å.

Atom charges from the Löwdin analysis, given in e for atoms 1 to 5: atom 1 (C): -0.012, atom 2 (C): -0.378, atom 3 (C): -0.149, atom 4 (C): -0.180, atom 5 (C): -0.105